a.
This record from OMol25 describes C4H4ClF in the gas phase. The level of theory is wB97M-V/def2-TZVPD.

Its HOMO-LUMO gap is 11.1 eV. The highest occupied orbital energy comes out at -0.3768 Ha. As for the structure (SMILES): CC#C[C@@H](F)Cl.

ORCA input file:
```
! wB97M-V def2-TZVPD RIJCOSX def2/J DEFGRID3
* xyz 0 1
C -3.207 0.253 -0.600
C -1.801 -0.118 -0.345
C -0.659 -0.377 -0.028
C 0.716 -0.555 0.448
F 1.374 -1.529 -0.269
Cl 1.611 1.054 0.362
H -3.695 0.715 0.266
H -3.900 -0.482 -0.999
H -3.224 1.088 -1.350
H 0.768 -0.691 1.502
*
```

Charges obtained by Löwdin population analysis, quoted in units of e:
1 C -0.10
2 C -0.05
3 C -0.05
4 C -0.67
5 F -0.03
6 Cl 0.57
7 H 0.08
8 H 0.07
9 H 0.09
10 H 0.08

---

b.
This record from OMol25 describes C4H4ClF in the gas phase. The level of theory is wB97M-V/def2-TZVPD.

Its HOMO-LUMO gap is 11.4 eV. The highest occupied orbital energy comes out at -0.3848 Ha. As for the structure (SMILES): F[C@@H]1C=C[C@@H]1Cl.

ORCA input file:
```
! wB97M-V def2-TZVPD RIJCOSX def2/J DEFGRID3
* xyz 0 1
F 0.860 1.762 -0.711
C 0.739 0.543 -0.221
C 0.122 -0.551 -1.074
C -0.724 -0.923 -0.086
C -0.345 0.296 0.795
Cl -1.392 1.678 1.217
H 1.656 0.282 0.168
H 0.555 -1.165 -1.894
H -1.383 -1.741 0.045
H -0.087 -0.181 1.762
*
```

Charges obtained by Löwdin population analysis, quoted in units of e:
1 F 0.04
2 C -0.42
3 C 0.01
4 C -0.03
5 C -0.63
6 Cl 0.60
7 H 0.12
8 H 0.11
9 H 0.09
10 H 0.10

---

Order of stability, best first: a, b

---

a.
This record from OMol25 describes a molecular structure, C3H9NO. The level of theory is wB97M-V/def2-TZVPD.

Its HOMO-LUMO gap is 9.7 eV. The highest occupied orbital energy comes out at -0.3248 Ha.

ORCA input file:
```
! wB97M-V def2-TZVPD RIJCOSX def2/J DEFGRID3
* xyz 0 1
C 0.662 -0.844 -1.465
C 0.317 -0.207 0.693
C -1.035 0.416 0.941
H 1.567 -1.802 -1.352
H 0.647 -0.053 -2.535
H -0.574 -1.373 -1.467
H 1.999 0.601 -0.533
H 0.176 -1.356 0.614
H 0.856 0.060 1.585
H -1.651 -0.238 1.687
H -1.601 0.380 -0.011
H -1.519 2.396 0.904
N 0.879 0.281 -0.518
O -0.724 1.739 1.458
*
```

Charges obtained by Löwdin population analysis, quoted in units of e:
1 C -0.24
2 C -0.35
3 C -0.31
4 H 0.13
5 H 0.13
6 H 0.14
7 H 0.19
8 H 0.12
9 H 0.11
10 H 0.13
11 H 0.10
12 H 0.22
13 N -0.20
14 O -0.16

---

b.
This record from OMol25 describes C3H9NO in the gas phase. The level of theory is wB97M-V/def2-TZVPD.

Its HOMO-LUMO gap is 10.3 eV. The highest occupied orbital energy comes out at -0.3384 Ha. As for the structure (SMILES): CNCOC.

ORCA input file:
```
! wB97M-V def2-TZVPD RIJCOSX def2/J DEFGRID3
* xyz 0 1
C -1.739 0.710 0.455
N -1.052 0.200 -0.734
C 0.324 0.584 -0.748
O 1.064 0.185 0.406
C 1.677 -1.093 0.340
H -2.822 0.730 0.315
H -1.434 1.736 0.638
H -1.584 0.124 1.366
H -1.128 -0.816 -0.758
H 0.421 1.669 -0.761
H 0.833 0.224 -1.645
H 2.639 -1.060 -0.166
H 1.815 -1.372 1.385
H 0.984 -1.819 -0.093
*
```

Charges obtained by Löwdin population analysis, quoted in units of e:
1 C -0.13
2 N -0.09
3 C -0.30
4 O -0.20
5 C -0.11
6 H 0.07
7 H 0.08
8 H 0.07
9 H 0.10
10 H 0.12
11 H 0.12
12 H 0.08
13 H 0.09
14 H 0.08

---

c.
This record from OMol25 describes 2 unconnected molecules or ions with the total composition C3H9NO. The level of theory is wB97M-V/def2-TZVPD.

Its HOMO-LUMO gap is 8.5 eV. The highest occupied orbital energy comes out at -0.2792 Ha. As for the structure (SMILES): C=CNC.O.

ORCA input file:
```
! wB97M-V def2-TZVPD RIJCOSX def2/J DEFGRID3
* xyz 0 1
C -3.406 0.816 -0.342
C -2.713 0.024 0.600
N -1.515 -0.669 0.308
C -0.847 -1.530 1.408
H -2.866 1.402 -1.078
H -4.493 0.746 -0.173
H -3.104 -0.260 1.676
H -1.008 -0.222 -0.454
H -1.531 -2.411 1.628
H 0.117 -1.908 1.200
H -0.702 -0.933 2.401
O 6.648 1.361 -1.699
H 6.626 0.857 -2.567
H 6.178 0.659 -1.200
*
```

Charges obtained by Löwdin population analysis, quoted in units of e:
1 C -0.05
2 C -0.25
3 N -0.11
4 C -0.09
5 H 0.02
6 H 0.03
7 H 0.13
8 H 0.11
9 H 0.09
10 H 0.04
11 H 0.09
12 O -0.10
13 H 0.06
14 H 0.04

---

Order of stability, best first: b, c, a

---

a.
This record from OMol25 describes 2 unconnected molecules or ions with the total composition C3H9NO. The level of theory is wB97M-V/def2-TZVPD.

Its HOMO-LUMO gap is 9.7 eV. The highest occupied orbital energy comes out at -0.3303 Ha. As for the structure (SMILES): C=O.CCN.

ORCA input file:
```
! wB97M-V def2-TZVPD RIJCOSX def2/J DEFGRID3
* xyz 0 1
C 1.283 -4.173 0.325
O 0.872 -3.203 0.946
H 1.584 -5.017 0.944
H 1.458 -4.295 -0.729
C -1.130 1.291 0.733
C 0.089 1.536 -0.251
N -0.091 2.570 -1.323
H -0.841 1.078 1.725
H -1.665 2.223 0.977
H -1.729 0.446 0.386
H 0.987 1.784 0.308
H 0.261 0.489 -0.639
H -0.189 2.135 -2.363
H -0.891 3.136 -1.041
*
```

Charges obtained by Löwdin population analysis, quoted in units of e:
1 C -0.12
2 O -0.02
3 H 0.07
4 H 0.07
5 C -0.11
6 C -0.33
7 N -0.06
8 H 0.04
9 H 0.06
10 H 0.06
11 H 0.08
12 H 0.10
13 H 0.12
14 H 0.04

---

b.
This record from OMol25 describes 2 unconnected molecules or ions with the total composition C3H9NO. The level of theory is wB97M-V/def2-TZVPD.

Its HOMO-LUMO gap is 10.1 eV. The highest occupied orbital energy comes out at -0.3409 Ha. As for the structure (SMILES): C=CCN.O.

ORCA input file:
```
! wB97M-V def2-TZVPD RIJCOSX def2/J DEFGRID3
* xyz 0 1
C 1.840 0.003 -0.585
C 0.963 -0.874 -1.050
C -0.521 -0.594 -1.050
N -1.139 -1.015 0.202
H 2.896 -0.207 -0.622
H 1.476 0.939 -0.199
H 1.187 -1.841 -1.519
H -0.622 0.473 -1.252
H -0.998 -1.150 -1.853
H -2.145 -1.015 0.122
H -0.874 -0.517 1.035
O -0.816 2.012 1.890
H -0.312 1.706 1.127
H -0.381 1.560 2.631
*
```

Charges obtained by Löwdin population analysis, quoted in units of e:
1 C 0.00
2 C -0.18
3 C -0.31
4 N 0.00
5 H 0.05
6 H 0.04
7 H 0.10
8 H 0.10
9 H 0.11
10 H 0.06
11 H 0.04
12 O -0.06
13 H 0.00
14 H 0.05

---

Order of stability, best first: b, a

---

a.
This record from OMol25 describes 2 unconnected molecules or ions with the total composition C2H4N4O2. The level of theory is wB97M-V/def2-TZVPD.

Its HOMO-LUMO gap is 7.7 eV. The highest occupied orbital energy comes out at -0.3119 Ha.

ORCA input file:
```
! wB97M-V def2-TZVPD RIJCOSX def2/J DEFGRID3
* xyz 0 1
C -0.564 -0.027 -0.678
C -1.019 0.266 1.564
H 1.682 0.295 -1.459
H -1.226 1.838 0.343
H -1.200 0.904 2.591
H 1.642 -2.242 -0.133
N -0.302 0.715 -1.725
N -1.665 0.380 0.085
N -0.095 -0.645 1.459
N 0.120 -0.843 0.156
O 1.038 0.557 -2.185
O 1.589 -1.198 -0.018
*
```

Charges obtained by Löwdin population analysis, quoted in units of e:
1 C -0.49
2 C -0.14
3 H 0.09
4 H 0.30
5 H 0.16
6 H 0.17
7 N 0.05
8 N 0.10
9 N 0.04
10 N -0.12
11 O -0.11
12 O -0.03

---

b.
This record from OMol25 describes C2H4N4O2 in the gas phase. The level of theory is wB97M-V/def2-TZVPD.

Its HOMO-LUMO gap is 8.9 eV. The highest occupied orbital energy comes out at -0.3182 Ha. As for the structure (SMILES): Nc1n/c(=N\O)[nH]o1.

ORCA input file:
```
! wB97M-V def2-TZVPD RIJCOSX def2/J DEFGRID3
* xyz 0 1
N 0.066 2.069 -1.083
C -0.202 0.724 -0.736
N 0.535 0.092 0.076
C -0.031 -1.064 0.361
N 0.252 -1.908 1.280
O 1.443 -1.503 1.922
N -1.299 -1.191 -0.293
O -1.390 0.108 -0.963
H -0.108 2.256 -2.109
H 1.209 2.053 -0.835
H 1.496 -0.474 1.920
H -1.972 -1.161 0.460
*
```

Charges obtained by Löwdin population analysis, quoted in units of e:
1 N 0.12
2 C -0.45
3 N 0.16
4 C -0.46
5 N 0.04
6 O -0.12
7 N 0.14
8 O 0.03
9 H 0.12
10 H 0.19
11 H 0.11
12 H 0.13

---

c.
This record from OMol25 describes a molecular structure, C2H4N4O2. The level of theory is wB97M-V/def2-TZVPD.

Its HOMO-LUMO gap is 10.0 eV. The highest occupied orbital energy comes out at -0.3522 Ha.

ORCA input file:
```
! wB97M-V def2-TZVPD RIJCOSX def2/J DEFGRID3
* xyz 0 1
C -1.259 -0.031 -0.029
C 0.608 0.837 0.099
H 2.685 -0.323 -0.619
H 2.619 -1.455 0.518
H -0.540 -1.838 0.771
H -3.020 0.562 0.331
N 1.915 -1.323 -0.305
N 0.809 -0.565 0.249
N -0.507 -1.139 0.023
N -0.765 1.174 -0.251
O -2.568 -0.233 -0.050
O 1.569 1.631 0.122
*
```

Charges obtained by Löwdin population analysis, quoted in units of e:
1 C -0.51
2 C -0.46
3 H 0.21
4 H 0.09
5 H 0.17
6 H 0.15
7 N 0.03
8 N -0.17
9 N 0.15
10 N 0.22
11 O 0.11
12 O 0.01

---

Order of stability, best first: c, b, a

---

a.
This record from OMol25 describes a molecular structure, C2H4N4O2. The level of theory is wB97M-V/def2-TZVPD.

Its HOMO-LUMO gap is 8.8 eV. The highest occupied orbital energy comes out at -0.3458 Ha.

ORCA input file:
```
! wB97M-V def2-TZVPD RIJCOSX def2/J DEFGRID3
* xyz 0 1
C -0.090 -0.099 -0.963
C -0.664 0.476 1.734
H 1.884 -0.751 -1.443
H -1.584 1.264 -0.970
H -0.320 0.974 2.693
H 0.903 -1.057 1.843
N 0.054 -0.675 -2.098
N -1.300 0.499 -0.276
N -1.172 1.163 0.825
N 0.127 -0.638 1.142
O 1.260 -1.299 -2.405
O 0.901 0.143 -0.081
*
```

Charges obtained by Löwdin population analysis, quoted in units of e:
1 C -0.43
2 C -0.19
3 H 0.26
4 H 0.17
5 H 0.13
6 H 0.17
7 N 0.01
8 N 0.01
9 N -0.02
10 N 0.09
11 O -0.11
12 O -0.07

---

b.
This record from OMol25 describes C2H4N4O2 in the gas phase. The level of theory is wB97M-V/def2-TZVPD.

Its HOMO-LUMO gap is 9.1 eV. The highest occupied orbital energy comes out at -0.3326 Ha. As for the structure (SMILES): Nn1[nH]nc(O)c1=O.

ORCA input file:
```
! wB97M-V def2-TZVPD RIJCOSX def2/J DEFGRID3
* xyz 0 1
N 1.515 0.434 1.464
N 0.890 0.436 0.051
N -0.182 1.285 0.173
N -1.295 0.801 -0.572
C -1.141 -0.449 -0.623
O -1.756 -1.305 -1.476
C 0.228 -0.756 -0.243
O 0.679 -1.862 0.021
H 2.644 0.617 1.415
H 1.234 -0.602 1.765
H -0.257 2.295 -0.241
H -2.559 -0.894 -1.736
*
```

Charges obtained by Löwdin population analysis, quoted in units of e:
1 N 0.05
2 N -0.08
3 N -0.08
4 N 0.13
5 C -0.34
6 O 0.12
7 C -0.41
8 O 0.08
9 H 0.14
10 H 0.11
11 H 0.17
12 H 0.09

---

Order of stability, best first: b, a

---

a.
This record from OMol25 describes 2 unconnected molecules or ions with the total composition C3H4O2. The level of theory is wB97M-V/def2-TZVPD.

Its HOMO-LUMO gap is 9.0 eV. The highest occupied orbital energy comes out at -0.3187 Ha. As for the structure (SMILES): C=C=O.C=O.

ORCA input file:
```
! wB97M-V def2-TZVPD RIJCOSX def2/J DEFGRID3
* xyz 0 1
C -1.478 -1.357 0.327
C -1.776 -0.132 0.012
O -2.581 0.622 -0.438
H -2.379 -1.971 0.427
H -0.456 -1.761 0.617
C -0.442 1.831 -0.194
O -0.081 0.869 0.345
H -1.440 2.014 -0.613
H 0.228 2.821 -0.365
*
```

Charges obtained by Löwdin population analysis, quoted in units of e:
1 C 0.00
2 C -0.41
3 O 0.06
4 H 0.07
5 H 0.08
6 C -0.11
7 O 0.08
8 H 0.08
9 H 0.14

---

b.
This record from OMol25 describes C3H4O2 in the gas phase. The level of theory is wB97M-V/def2-TZVPD.

Its HOMO-LUMO gap is 9.4 eV. The highest occupied orbital energy comes out at -0.3662 Ha. As for the structure (SMILES): CC(=O)C=O.

ORCA input file:
```
! wB97M-V def2-TZVPD RIJCOSX def2/J DEFGRID3
* xyz 0 1
C -0.772 -0.190 -0.875
C 0.525 -0.237 -0.118
O 1.531 -0.770 -0.532
C 0.618 0.421 1.264
O -0.327 0.841 1.881
H -0.853 -1.103 -1.469
H -0.747 0.657 -1.572
H -1.635 -0.066 -0.218
H 1.660 0.447 1.640
*
```

Charges obtained by Löwdin population analysis, quoted in units of e:
1 C -0.01
2 C -0.40
3 O 0.10
4 C -0.17
5 O 0.08
6 H 0.09
7 H 0.10
8 H 0.08
9 H 0.13

---

Order of stability, best first: b, a

---

a.
This record from OMol25 describes C3H4O2 in the gas phase. The level of theory is wB97M-V/def2-TZVPD.

Its HOMO-LUMO gap is 10.7 eV. The highest occupied orbital energy comes out at -0.3661 Ha. As for the structure (SMILES): O=CCC=O.

ORCA input file:
```
! wB97M-V def2-TZVPD RIJCOSX def2/J DEFGRID3
* xyz 0 1
O 1.884 0.455 0.022
C 1.066 -0.066 0.740
C -0.420 -0.160 0.361
C -0.643 0.144 -1.125
O -1.384 -0.529 -1.827
H 1.383 -0.455 1.728
H -0.814 -1.115 0.659
H -0.952 0.634 0.925
H -0.120 1.093 -1.483
*
```

Charges obtained by Löwdin population analysis, quoted in units of e:
1 O 0.05
2 C -0.24
3 C -0.11
4 C -0.24
5 O 0.04
6 H 0.12
7 H 0.11
8 H 0.13
9 H 0.14

---

b.
This record from OMol25 describes 2 unconnected molecules or ions with the total composition C3H4O2. The level of theory is wB97M-V/def2-TZVPD.

Its HOMO-LUMO gap is 10.8 eV. The highest occupied orbital energy comes out at -0.3767 Ha. As for the structure (SMILES): O=CO.C#C.

ORCA input file:
```
! wB97M-V def2-TZVPD RIJCOSX def2/J DEFGRID3
* xyz 0 1
O 1.792 0.668 -0.044
C 0.849 0.680 -0.703
O -0.176 1.467 -0.706
H 0.794 -0.193 -1.468
H -0.756 1.320 -1.467
C -0.910 -1.057 0.564
C -0.329 -0.813 1.575
H -1.363 -1.448 -0.266
H 0.098 -0.624 2.516
*
```

Charges obtained by Löwdin population analysis, quoted in units of e:
1 O 0.11
2 C -0.57
3 O 0.10
4 H 0.15
5 H 0.13
6 C 0.00
7 C 0.04
8 H 0.01
9 H 0.03

---

Order of stability, best first: a, b

---

a.
This record from OMol25 describes C3H4O2 in the gas phase. The level of theory is wB97M-V/def2-TZVPD.

Its HOMO-LUMO gap is 11.1 eV. The highest occupied orbital energy comes out at -0.3742 Ha. As for the structure (SMILES): O=C1COC1.

ORCA input file:
```
! wB97M-V def2-TZVPD RIJCOSX def2/J DEFGRID3
* xyz 0 1
O 0.191 -1.878 -0.808
C 0.080 -0.784 -0.338
C -0.006 -0.187 1.066
O -0.114 1.121 0.482
C -0.040 0.642 -0.870
H 0.891 -0.310 1.686
H -0.892 -0.475 1.646
H -0.946 0.853 -1.451
H 0.837 1.018 -1.413
*
```

Charges obtained by Löwdin population analysis, quoted in units of e:
1 O 0.12
2 C -0.34
3 C -0.09
4 O -0.12
5 C -0.09
6 H 0.13
7 H 0.13
8 H 0.13
9 H 0.13

---

b.
This record from OMol25 describes 2 unconnected molecules or ions with the total composition C3H4O2. The level of theory is wB97M-V/def2-TZVPD.

Its HOMO-LUMO gap is 7.4 eV. The highest occupied orbital energy comes out at -0.2956 Ha. As for the structure (SMILES): C=C=O.C=O.

ORCA input file:
```
! wB97M-V def2-TZVPD RIJCOSX def2/J DEFGRID3
* xyz 0 1
C -0.641 -1.102 0.378
C -1.127 0.180 0.242
O -1.980 0.984 0.290
H -0.430 -1.461 1.388
H -0.874 -1.820 -0.412
C 1.164 0.833 -0.453
O 1.431 -0.399 -0.273
H 1.448 1.572 0.321
H 1.010 1.213 -1.482
*
```

Charges obtained by Löwdin population analysis, quoted in units of e:
1 C -0.02
2 C -0.26
3 O 0.15
4 H 0.08
5 H 0.08
6 C -0.12
7 O -0.11
8 H 0.10
9 H 0.10

---

Order of stability, best first: a, b